*A*
{"formula": "CH4F2Si", "method": "ωB97M-V/def2-TZVPD", "symbols": ["C", "F", "F", "Si", "H", "H", "H", "H"], "coordinates": [[2.274, -0.060, 0.625], [-3.426, 0.926, -0.840], [-2.518, -1.273, -0.583], [-2.157, 0.216, -0.214], [1.731, 0.770, 1.200], [1.737, -0.905, 0.384], [3.287, 0.130, 0.516], [-0.929, 0.195, -1.089]], "lumo_ev": [-0.01, -1.67]}


*B*
{"formula": "CH4F2Si", "method": "ωB97M-V/def2-TZVPD", "symbols": ["C", "F", "F", "Si", "H", "H", "H", "H"], "coordinates": [[0.470, 0.501, 0.140], [-2.822, 0.125, 1.033], [-1.848, -2.093, 1.512], [-1.741, -0.927, 0.426], [0.774, 0.511, -0.936], [0.055, 1.494, 0.592], [1.331, 0.162, 0.760], [-1.671, -1.517, -0.971]], "lumo_ev": 0.56}


*C*
{"formula": "CH4F2Si", "method": "ωB97M-V/def2-TZVPD", "symbols": ["C", "F", "F", "Si", "H", "H", "H", "H"], "coordinates": [[-0.955, 1.076, -0.338], [-2.176, 0.939, 0.083], [0.229, -1.830, 1.420], [0.989, -1.022, 0.249], [-0.756, 0.783, -1.396], [-0.509, 2.007, -0.075], [1.352, -1.872, -0.918], [1.827, -0.082, 0.976]], "lumo_ev": [-0.06, 0.01]}


Verdict on stability: *C* comes out at the bottom.


*A*
{"formula": "C4H3N3S", "method": "ωB97M-V/def2-TZVPD", "symbols": ["C", "C", "C", "C", "N", "N", "N", "S", "H", "H", "H"], "coordinates": [[3.182, -0.323, -1.484], [-0.925, -0.285, 1.507], [-1.857, -0.181, 0.520], [0.213, 0.309, 1.026], [2.775, -0.717, -2.469], [0.010, 0.843, -0.153], [-1.256, 0.514, -0.473], [3.394, 0.354, -0.016], [-1.015, -0.815, 2.323], [-2.930, -0.515, 0.585], [-1.591, 0.814, -1.365]], "lumo_ev": [-3.93, -3.92]}


*B*
{"formula": "C4H3N3S", "method": "ωB97M-V/def2-TZVPD", "symbols": ["S", "N", "C", "C", "N", "C", "C", "N", "H", "H", "H"], "coordinates": [[-4.054, 0.063, -0.006], [-2.536, -0.085, -0.014], [-1.437, -0.729, 0.016], [-0.149, -0.170, 0.015], [0.946, -0.990, 0.001], [1.974, -0.174, -0.017], [1.491, 1.173, -0.005], [0.179, 1.155, 0.016], [-1.443, -1.819, 0.034], [2.989, -0.517, -0.033], [2.041, 2.092, -0.007]], "lumo_ev": [-1.42, -2.63]}


Verdict on stability: *A* comes out at the bottom.


*A*
{"formula": "C2H10N6O2", "method": "ωB97M-V/def2-TZVPD", "symbols": ["N", "C", "N", "O", "N", "H", "H", "H", "H", "H", "N", "C", "N", "O", "N", "H", "H", "H", "H", "H"], "coordinates": [[0.630, 0.521, 0.780], [-0.892, 0.620, 0.701], [-1.213, 1.732, -0.132], [1.132, -0.109, 1.905], [-1.640, 0.240, 1.689], [1.517, -0.951, 1.454], [1.143, 1.335, 0.441], [-1.155, 2.586, 0.416], [-2.182, 1.637, -0.422], [-1.070, -0.172, 2.428], [-0.745, -0.693, -0.709], [0.939, -0.575, -0.618], [1.355, 0.293, -1.630], [-1.343, -1.828, -0.204], [1.608, -1.582, -0.170], [-1.646, -1.508, 0.696], [-1.270, -0.249, -1.461], [0.633, 0.875, -2.035], [1.972, -0.137, -2.304], [2.227, -2.038, -0.825]], "lumo_ev": 0.65}


*B*
{"formula": "C2H10N6O2", "method": "ωB97M-V/def2-TZVPD", "symbols": ["C", "N", "N", "O", "N", "H", "H", "H", "H", "H", "C", "N", "N", "O", "N", "H", "H", "H", "H", "H"], "coordinates": [[-1.461, -1.258, -0.590], [-1.567, 1.368, -0.349], [-2.752, -1.496, -0.508], [-1.667, 0.216, 0.522], [-0.416, -1.569, -1.108], [-2.274, 2.025, -0.020], [-0.660, 1.799, -0.163], [-3.067, -0.705, 0.138], [-3.177, -2.111, -1.187], [0.446, -1.003, -1.134], [1.600, 0.877, 0.861], [2.359, -0.500, -0.900], [1.025, -0.195, 1.479], [2.638, 0.601, -0.013], [1.340, 2.109, 1.009], [3.172, -1.106, -0.808], [2.419, -0.084, -1.828], [0.014, -0.120, 1.640], [1.324, -1.108, 1.175], [0.701, 2.262, 1.786]], "lumo_ev": 0.76}


Verdict on stability: *A* comes out at the bottom.


*A*
{"formula": "CH6N2", "method": "ωB97M-V/def2-TZVPD", "symbols": ["C", "N", "N", "H", "H", "H", "H", "H", "H"], "coordinates": [[1.438, 0.031, -0.937], [-1.374, -0.288, 1.086], [-1.203, 0.157, -0.151], [1.174, 0.010, -1.972], [1.770, 0.942, -0.489], [1.601, -0.896, -0.429], [-1.434, -1.294, 1.146], [-0.997, 0.191, 1.898], [-0.974, 1.148, -0.151]], "lumo_ev": [1.07, 0.73]}


*B*
{"formula": "CH6N2", "method": "ωB97M-V/def2-TZVPD", "symbols": ["C", "N", "H", "H", "H", "N", "H", "H", "H"], "coordinates": [[2.656, -0.101, -0.020], [1.996, -0.948, -0.690], [2.261, 0.195, 0.947], [3.588, 0.329, -0.395], [2.422, -1.032, -1.614], [-3.794, 0.875, 0.526], [-4.207, 0.347, -0.221], [-4.436, 1.364, 1.124], [-3.112, 0.341, 1.035]], "lumo_ev": 1.15}


*C*
{"formula": "CH6N2", "method": "ωB97M-V/def2-TZVPD", "symbols": ["C", "N", "N", "H", "H", "H", "H", "H", "H"], "coordinates": [[0.223, -0.626, -0.782], [-0.821, 0.417, 0.969], [-0.141, 0.539, -0.143], [-0.419, -0.546, -1.696], [1.228, -0.731, -0.948], [-0.076, -1.544, -0.111], [-1.279, 1.307, 1.259], [-1.001, -0.462, 1.306], [2.284, 1.647, 0.146]], "lumo_ev": [0.38, 1.26]}


Verdict on stability: *C* comes out at the bottom.


*A*
{"formula": "CH6N2", "method": "ωB97M-V/def2-TZVPD", "symbols": ["C", "N", "H", "H", "H", "N", "H", "H", "H"], "coordinates": [[-0.994, 1.521, 1.316], [0.100, 0.885, 1.425], [-1.141, 2.567, 1.550], [-1.928, 1.011, 1.042], [-0.169, -0.095, 1.308], [0.760, -1.839, -2.208], [1.177, -1.433, -1.399], [0.170, -2.616, -1.978], [1.434, -2.087, -2.901]], "lumo_ev": 1.01}


*B*
{"formula": "CH6N2", "method": "ωB97M-V/def2-TZVPD", "symbols": ["C", "N", "H", "H", "H", "N", "H", "H", "H"], "coordinates": [[0.954, 2.538, -0.176], [0.213, 3.047, 0.707], [1.591, 1.689, 0.072], [1.079, 2.922, -1.193], [-0.315, 3.833, 0.322], [-0.682, -3.378, -0.010], [-1.522, -2.916, -0.327], [-0.686, -3.422, 0.998], [-0.632, -4.313, -0.393]], "lumo_ev": 1.14}


Verdict on stability: *A* comes out at the bottom.


*A*
{"formula": "C11H13N", "method": "ωB97M-V/def2-TZVPD", "symbols": ["N", "C", "C", "C", "C", "C", "C", "C", "C", "C", "C", "C", "H", "H", "H", "H", "H", "H", "H", "H", "H", "H", "H", "H", "H"], "coordinates": [[-1.870, -0.853, -0.962], [-1.746, -0.261, 0.330], [-1.222, 1.148, 0.341], [-0.154, 1.194, 1.366], [-0.222, -0.132, 2.073], [-0.646, -1.052, 0.884], [0.524, -0.633, 0.142], [1.060, -1.414, -1.032], [2.041, -0.937, -1.668], [2.460, 0.352, -1.506], [2.138, 1.128, -0.342], [0.963, 0.694, 0.289], [-2.546, -1.792, -0.892], [-2.285, -0.003, -1.539], [-2.792, -0.266, 0.988], [-2.026, 2.018, 0.731], [-0.934, 1.816, -0.552], [-0.137, 2.167, 1.933], [0.798, -0.331, 2.330], [-1.025, 0.111, 2.726], [-0.806, -2.114, 0.856], [0.715, -2.454, -1.383], [2.227, -1.527, -2.689], [3.273, 0.890, -2.182], [2.211, 2.250, -0.244]], "lumo_ev": 0.80}


*B*
{"formula": "C11H13N", "method": "ωB97M-V/def2-TZVPD", "symbols": ["C", "C", "N", "C", "C", "C", "C", "C", "C", "C", "C", "C", "H", "H", "H", "H", "H", "H", "H", "H", "H", "H", "H", "H", "H"], "coordinates": [[2.027, -1.718, -0.897], [1.255, -0.712, -0.116], [1.491, -0.838, 1.133], [0.757, 0.158, 1.879], [1.125, -0.204, 3.411], [-0.721, 0.257, 1.581], [-0.974, 0.452, 0.090], [-2.042, 1.087, -0.450], [-2.217, 1.153, -1.861], [-1.268, 0.714, -2.713], [-0.185, 0.070, -2.176], [0.028, -0.057, -0.815], [1.405, -2.872, -0.765], [3.197, -1.778, -0.368], [2.089, -1.380, -2.116], [1.059, 1.118, 1.594], [0.969, 0.576, 4.172], [2.300, -0.209, 3.287], [0.775, -1.181, 3.585], [-1.217, 1.090, 2.144], [-1.175, -0.734, 1.874], [-2.850, 1.716, 0.094], [-2.906, 1.839, -2.382], [-1.410, 0.875, -3.800], [0.607, -0.401, -2.844]], "lumo_ev": 0.37}


Verdict on stability: *A* comes out at the bottom.